No. 1
The following is a quantum chemistry calculation of a molecular structure, C15H18FeN3O3, from the Open Molecules 2025 dataset.

Values from the calculation:
Electronic energy ... -60834.196 eV
Gap between HOMO and LUMO (alpha / beta) ... 5.871 / 6.592 eV
Multiplicity ... 5
<S²> ... 6.057
Relative energy (zero: lowest compared OMol25 entry of this formula, charge and spin) ... 37.2 kcal per mole
Charge ... +1

Last column: natural (NBO) charge in e.
Element x y z (Å)
O (3.372, 3.786, 1.883)  -0.478
C (2.638, 2.901, 1.711)  0.460
Fe (1.818, 1.354, 1.747)  -0.012
C (3.131, 0.432, 1.044)  0.450
O (4.133, -0.090, 0.764)  -0.490
C (2.392, 1.102, 3.416)  0.499
O (2.964, 1.073, 4.425)  -0.465
C (-1.909, -1.622, 0.244)  0.060
C (-2.653, -0.662, 0.863)  -0.235
C (-2.237, 0.630, 1.246)  -0.212
C (-1.018, 1.265, 1.085)  -0.095
C (0.168, 0.768, 0.486)  -0.402
C (0.335, -0.518, -0.065)  -0.073
C (-0.599, -1.551, -0.196)  -0.338
H (-2.436, -2.834, 0.127)  0.372
H (-3.698, -0.890, 1.100)  0.218
H (-3.017, 1.213, 1.746)  0.221
H (-0.963, 2.300, 1.452)  0.240
H (0.949, 1.557, 0.215)  0.243
H (1.336, -0.740, -0.456)  0.239
H (-0.225, -2.444, -0.705)  0.227
C (-3.626, -3.980, 2.238)  -0.425
N (-4.478, -4.278, 1.109)  -0.377
C (-5.625, -5.156, 1.189)  -0.214
C (-6.180, -5.143, -0.224)  -0.215
N (-5.265, -4.281, -0.943)  -0.375
C (-5.384, -4.018, -2.361)  -0.423
C (-4.293, -3.816, -0.140)  0.680
N (-3.309, -2.988, -0.516)  -0.739
H (-3.492, -2.898, 2.362)  0.220
H (-4.109, -4.379, 3.133)  0.241
H (-2.637, -4.451, 2.143)  0.218
H (-5.327, -6.168, 1.494)  0.219
H (-6.351, -4.780, 1.921)  0.220
H (-6.202, -6.151, -0.657)  0.221
H (-7.199, -4.736, -0.251)  0.219
H (-5.174, -2.965, -2.582)  0.215
H (-4.712, -4.651, -2.961)  0.220
H (-6.414, -4.235, -2.658)  0.241
H (-3.258, -2.756, -1.501)  0.428

Cartesian forces, eV/Å:
O -1.6 -1.6 -0.5
C 2.4 3.2 0.4
Fe -1.8 -1.0 0.2
C 3.8 -1.6 -0.9
O -2.2 0.9 0.3
C 1.4 -0.1 3.3
O -1.2 -0.1 -2.0
C 0.8 4.3 2.5
C -0.2 -1.2 -0.4
C -0.3 1.0 0.7
C 0.4 0.0 -0.3
C -0.6 1.3 0.3
C -0.6 -1.5 -0.5
C 2.9 0.1 -0.9
H -0.3 -0.4 -0.2
H 0.3 0.0 -0.1
H 0.3 -0.1 -0.2
H -0.1 -0.4 -0.2
H -0.7 -0.4 -0.3
H -0.5 0.1 0.0
H 0.1 0.2 0.1
C 0.3 0.1 0.3
N 0.8 0.7 -0.6
C -0.3 -0.5 0.6
C -0.8 -0.4 -0.2
N 0.7 0.6 -0.2
C 0.1 0.0 -0.3
C -0.8 -0.6 0.3
N -2.6 -2.7 -1.2
H -0.1 -0.3 0.0
H 0.1 0.1 -0.1
H -0.2 0.1 0.0
H 0.0 0.3 0.0
H 0.2 -0.1 -0.1
H 0.0 0.3 0.0
H 0.2 -0.1 -0.1
H -0.1 -0.2 0.0
H -0.2 0.1 0.2
H 0.2 0.1 0.0
H 0.3 0.0 0.3



No. 2
The following is a quantum chemistry calculation of a molecular structure, C17H31AlBN2O12, from the Open Molecules 2025 dataset.

Values from the calculation:
Electronic energy ... -52957.104 eV
Gap between HOMO and LUMO ... 6.617 eV
Multiplicity ... 1
Charge ... -1

Last column: natural (NBO) charge in e.
Element x y z (Å)
C (-4.449, 3.963, 0.468)  -0.259
O (-3.301, 3.238, -0.012)  -0.585
C (-3.661, 2.271, -1.047)  -0.598
Al (-4.683, 0.722, -0.136)  1.145
N (-3.829, -1.016, -0.406)  -0.882
C (-2.845, -0.982, 0.445)  0.775
O (-1.947, -0.906, 1.339)  -0.645
B (-6.684, 0.757, -0.692)  0.630
O (-7.131, 0.116, -1.953)  -0.993
N (-7.641, 1.493, 0.232)  -0.781
C (-8.943, 0.777, 0.385)  -0.429
C (-7.800, 2.875, -0.321)  -0.437
H (-4.138, 4.828, 1.175)  0.182
H (-4.983, 4.441, -0.432)  0.146
H (-5.212, 3.321, 1.046)  0.196
H (-4.313, 2.790, -1.842)  0.150
H (-2.739, 1.782, -1.556)  0.177
H (-4.632, 0.974, 1.457)  -0.402
H (-7.255, 0.894, -2.563)  0.474
H (-9.566, 1.352, 1.179)  0.188
H (-9.477, 0.730, -0.639)  0.170
H (-8.786, -0.310, 0.762)  0.208
H (-7.905, 3.609, 0.573)  0.200
H (-8.722, 2.896, -1.010)  0.169
H (-6.870, 3.157, -0.958)  0.209
C (0.706, -1.718, 2.728)  -0.636
C (1.835, -1.899, 1.741)  0.058
C (1.494, -2.783, 0.580)  -0.093
O (2.775, -3.269, 0.190)  -0.499
C (3.550, -3.260, 1.313)  0.974
O (4.635, -3.771, 1.394)  -0.613
O (2.930, -2.600, 2.330)  -0.488
H (0.254, -2.678, 2.996)  0.202
H (1.076, -1.278, 3.657)  0.225
H (-0.072, -1.073, 2.316)  0.278
H (2.204, -0.921, 1.413)  0.192
H (1.019, -2.239, -0.238)  0.211
H (0.869, -3.640, 0.850)  0.185
C (1.385, 1.813, -1.931)  -0.624
C (0.758, 2.311, -0.647)  0.049
C (1.284, 3.637, -0.184)  -0.092
O (1.047, 3.580, 1.217)  -0.486
C (1.076, 2.260, 1.561)  0.972
O (1.089, 1.853, 2.691)  -0.574
O (1.092, 1.465, 0.450)  -0.497
H (2.477, 1.891, -1.896)  0.205
H (1.152, 0.756, -2.087)  0.231
H (1.025, 2.385, -2.789)  0.222
H (-0.334, 2.318, -0.742)  0.213
H (0.755, 4.480, -0.633)  0.207
H (2.360, 3.762, -0.345)  0.172
C (7.302, -2.799, 0.214)  -0.629
C (8.433, -2.977, -0.776)  0.060
C (8.095, -3.860, -1.940)  -0.095
O (9.376, -4.343, -2.330)  -0.493
C (10.150, -4.335, -1.207)  0.966
O (11.234, -4.844, -1.125)  -0.581
O (9.528, -3.677, -0.188)  -0.489
H (6.852, -3.760, 0.478)  0.243
H (7.672, -2.360, 1.143)  0.228
H (6.522, -2.154, -0.196)  0.222
H (8.802, -1.998, -1.103)  0.175
H (7.620, -3.315, -2.758)  0.201
H (7.471, -4.718, -1.671)  0.189

Cartesian forces, eV/Å:
C -0.3 0.5 0.0
O -0.5 0.7 0.0
C -0.5 -0.7 -0.6
Al 0.4 0.4 0.4
N 5.8 0.2 4.5
C -1.4 0.4 -0.1
O -4.2 -0.7 -4.6
B -0.8 -0.7 -0.7
O -0.1 2.1 0.7
N -0.4 -0.7 -1.5
C -0.3 0.2 0.2
C 0.0 0.1 0.2
H -0.1 -1.6 -1.2
H 0.5 -0.6 1.1
H 1.2 0.6 -0.9
H 1.1 -0.5 0.8
H -1.0 1.4 0.9
H 0.2 0.0 0.1
H -0.1 -1.2 0.6
H 0.8 -1.0 -1.4
H 0.3 0.0 1.6
H -0.1 1.9 -0.6
H 0.0 -0.9 -1.7
H 1.2 0.3 0.9
H -1.5 -0.3 1.2
C 0.1 0.0 0.4
C -1.2 0.7 0.7
C -0.6 0.2 -0.5
O 0.8 -0.2 0.5
C 0.6 -0.3 0.3
O -0.9 0.4 -0.1
O 0.9 -0.7 -0.8
H 0.1 0.0 -0.2
H 0.0 0.1 -0.2
H 0.2 -0.1 0.1
H 0.0 -0.1 -0.1
H 0.2 -0.1 0.0
H 0.0 0.2 0.1
C 0.2 -0.3 0.1
C 0.0 -0.2 -1.2
C -0.2 0.6 -0.2
O 0.1 -0.6 0.3
C -0.1 -0.5 1.3
O 0.1 0.4 -1.2
O 0.1 0.4 0.8
H -0.1 0.1 0.1
H -0.1 0.1 0.0
H 0.0 0.0 0.1
H 0.1 0.1 0.1
H 0.0 -0.1 0.2
H 0.0 -0.2 -0.1
C 0.2 -0.3 0.3
C -1.1 0.6 0.7
C -0.5 0.1 -0.5
O 0.5 -0.1 0.4
C 1.0 -0.5 0.2
O -1.0 0.4 -0.1
O 0.6 -0.4 -0.7
H 0.0 0.2 -0.1
H 0.0 0.1 -0.2
H 0.1 -0.1 0.0
H 0.0 -0.1 -0.1
H 0.2 -0.1 0.0
H 0.0 0.2 0.2



No. 3
The following is a quantum chemistry calculation of 2 unconnected molecules or ions with the total composition C2H8N2O, from the Open Molecules 2025 dataset.

Values from the calculation:
Electronic energy ... -7230.719 eV
Gap between HOMO and LUMO ... 9.872 eV
Multiplicity ... 1
Relative energy (zero: lowest compared OMol25 entry of this formula, charge and spin) ... 37.1 kcal per mole
SMILES ... C/N=C\N.O

Last column: natural (NBO) charge in e.
Element x y z (Å)
C (0.385, -1.179, -0.588)  -0.459
N (-0.795, -0.497, -0.078)  -0.487
C (-1.162, -0.494, 1.135)  0.263
N (-0.528, -1.123, 2.183)  -0.835
H (0.438, -0.989, -1.665)  0.213
H (0.513, -2.228, -0.292)  0.193
H (1.263, -0.652, -0.175)  0.176
H (-2.105, 0.043, 1.306)  0.177
H (0.473, -1.264, 2.174)  0.381
H (-0.668, -0.683, 3.088)  0.377
O (0.931, 3.029, -2.678)  -0.948
H (0.150, 3.564, -2.514)  0.473
H (1.106, 2.473, -1.897)  0.475

Cartesian forces, eV/Å:
C 0.5 1.2 0.9
N -0.7 -0.2 -0.5
C 0.6 0.2 -1.4
N 0.2 0.3 1.8
H -0.1 -0.6 0.2
H -0.4 0.1 -0.3
H 0.1 -0.2 -0.1
H 0.4 -0.3 0.6
H 0.0 -0.2 -1.0
H -0.7 -0.2 -0.2
O 0.4 -0.3 0.2
H 0.0 -0.2 0.3
H -0.4 0.5 -0.4



No. 4
The following is a quantum chemistry calculation of C2H8NO2P in the gas phase, from the Open Molecules 2025 dataset.

Values from the calculation:
Electronic energy ... -17076.179 eV
Gap between HOMO and LUMO ... 9.963 eV
Multiplicity ... 1
Relative energy (zero: lowest compared OMol25 entry of this formula, charge and spin) ... 74.0 kcal per mole
SMILES ... CP(C)(=O)ON

Last column: natural (NBO) charge in e.
Element x y z (Å)
C (-0.698, -0.634, 1.436)  -1.018
P (-0.300, 0.315, -0.040)  2.010
C (0.933, 1.632, 0.347)  -0.997
O (-1.669, 0.895, -0.870)  -1.074
O (0.625, -0.470, -1.119)  -0.670
N (-0.070, -1.665, -1.588)  -0.528
H (0.191, -0.683, 1.953)  0.236
H (-1.385, -0.010, 2.056)  0.276
H (-0.857, -1.702, 1.215)  0.280
H (1.028, 2.345, -0.473)  0.268
H (0.753, 2.277, 1.160)  0.250
H (1.884, 1.042, 0.353)  0.245
H (0.528, -1.873, -2.438)  0.357
H (-0.962, -1.469, -1.991)  0.365

Cartesian forces, eV/Å:
C -0.7 0.3 -0.9
P -5.6 4.3 -4.4
C 0.6 -1.7 -1.6
O 5.5 -2.6 3.8
O -0.9 -0.4 0.6
N 2.6 -1.3 -1.2
H 2.3 0.1 1.5
H 0.0 -1.1 -0.7
H -1.0 0.6 0.0
H -0.3 -0.5 -0.5
H -0.2 0.1 1.5
H -0.5 0.8 0.6
H -0.9 0.0 1.4
H -0.9 1.3 -0.1



No. 5
The following is a quantum chemistry calculation of a molecular structure, C36H34B2ClF4N7O6P2Se2Ti, from the Open Molecules 2025 dataset.

Values from the calculation:
Electronic energy ... -257738.467 eV
Gap between HOMO and LUMO (alpha / beta) ... 7.678 / 5.707 eV
Multiplicity ... 3
<S²> ... 2.007
Relative energy (zero: lowest compared OMol25 entry of this formula, charge and spin) ... 22.4 kcal per mole

Last column: Mulliken spin population.
Element x y z (Å)
Ti (0.444, -0.051, -3.140)  1.006
C (4.553, -0.918, -2.128)  -0.005
C (3.115, -0.870, -2.509)  -0.021
N (2.422, 0.203, -2.591)  -0.022
O (2.898, 1.410, -2.196)  0.070
B (2.042, 2.661, -2.624)  0.018
F (2.707, 3.698, -2.025)  0.006
F (2.024, 2.670, -3.994)  0.002
O (0.617, 2.752, -2.086)  0.018
N (-0.216, 1.742, -2.437)  -0.029
C (-1.469, 1.926, -2.643)  0.014
C (-2.087, 3.281, -2.604)  0.004
C (-2.271, 0.670, -2.959)  0.015
N (-1.571, -0.395, -3.094)  -0.045
O (-2.077, -1.614, -3.295)  0.016
B (-1.064, -2.601, -3.933)  0.021
F (-1.751, -3.762, -4.070)  0.000
F (-0.625, -1.993, -5.102)  0.002
O (0.224, -2.986, -3.157)  0.011
N (1.108, -1.985, -3.051)  -0.012
C (2.341, -2.151, -2.749)  0.028
C (2.969, -3.482, -2.520)  0.005
C (-3.751, 0.720, -3.125)  0.004
H (4.981, 0.080, -2.172)  -0.001
H (5.092, -1.575, -2.812)  0.001
H (4.673, -1.312, -1.117)  0.005
H (-1.804, 3.791, -1.684)  -0.001
H (-3.169, 3.242, -2.690)  0.001
H (-1.681, 3.868, -3.431)  0.000
H (2.205, -4.253, -2.570)  -0.001
H (3.459, -3.514, -1.546)  0.000
H (3.725, -3.681, -3.282)  0.000
H (-4.234, 1.151, -2.247)  0.000
H (-4.125, -0.288, -3.282)  0.000
H (-4.007, 1.334, -3.991)  0.000
Se (-1.601, 1.057, 3.926)  0.000
P (-1.422, -0.786, 2.923)  0.002
C (-0.431, -2.024, 3.805)  0.000
C (0.219, -3.045, 3.114)  -0.001
C (0.941, -4.001, 3.815)  0.000
C (1.007, -3.945, 5.201)  0.000
C (0.354, -2.931, 5.888)  -0.001
C (-0.361, -1.968, 5.192)  0.001
C (-3.022, -1.577, 2.611)  0.000
C (-4.090, -0.767, 2.235)  0.000
C (-5.318, -1.331, 1.939)  0.000
C (-5.491, -2.707, 2.029)  0.000
C (-4.433, -3.514, 2.417)  0.000
C (-3.197, -2.952, 2.705)  0.000
C (-0.694, -0.697, 1.271)  -0.003
C (0.280, 0.070, 0.628)  0.015
N (0.332, -0.376, -0.659)  -0.030
N (-0.541, -1.364, -0.765)  0.004
N (-1.160, -1.578, 0.367)  0.002
P (1.302, 1.383, 1.239)  -0.123
Se (3.331, 1.402, 0.422)  0.901
C (0.474, 2.962, 1.082)  -0.013
C (-0.912, 3.004, 1.204)  -0.002
C (-1.561, 4.228, 1.158)  0.001
C (-0.833, 5.394, 0.965)  -0.001
C (0.547, 5.346, 0.828)  0.002
C (1.208, 4.130, 0.893)  0.015
C (1.752, 1.076, 2.950)  0.077
C (2.289, -0.165, 3.285)  0.037
C (2.718, -0.395, 4.581)  -0.016
C (2.623, 0.614, 5.529)  0.023
C (2.101, 1.855, 5.188)  -0.011
C (1.665, 2.093, 3.897)  0.030
H (0.153, -3.098, 2.034)  0.000
H (1.445, -4.794, 3.278)  0.000
H (1.568, -4.694, 5.745)  0.000
H (0.405, -2.887, 6.969)  0.000
H (-0.855, -1.158, 5.715)  0.001
H (-3.956, 0.307, 2.192)  0.000
H (-6.146, -0.699, 1.644)  0.000
H (-6.452, -3.148, 1.799)  0.000
H (-4.565, -4.586, 2.490)  0.000
H (-2.375, -3.592, 2.996)  0.000
H (-1.476, 2.094, 1.361)  0.000
H (-2.637, 4.268, 1.272)  0.000
H (-1.345, 6.346, 0.917)  0.000
H (1.112, 6.253, 0.659)  0.000
H (2.281, 4.087, 0.766)  0.006
H (2.360, -0.948, 2.539)  -0.010
H (3.117, -1.364, 4.850)  0.000
H (2.955, 0.432, 6.543)  0.001
H (2.023, 2.635, 5.934)  0.000
H (1.233, 3.048, 3.629)  0.003
Cl (-0.488, 1.823, -7.434)  0.000
C (1.049, 0.961, -7.201)  -0.001
C (1.252, 0.344, -5.829)  0.000
O (2.231, -0.353, -5.645)  0.001
O (0.363, 0.628, -4.919)  -0.021
H (1.858, 1.668, -7.367)  0.000
H (1.113, 0.170, -7.943)  0.000

Cartesian forces, eV/Å:
Ti 0.1 0.4 -0.7
C 0.0 0.0 0.0
C 0.0 -0.1 0.0
N -0.1 0.0 0.1
O 0.0 0.0 0.0
B 0.1 -0.1 0.1
F 0.0 0.0 0.0
F 0.0 0.0 0.0
O 0.0 0.0 0.0
N 0.0 0.1 0.0
C 0.0 0.0 0.1
C 0.0 0.0 0.0
C 0.0 0.1 0.0
N 0.0 -0.1 0.1
O 0.0 0.0 0.0
B 0.0 0.0 0.0
F 0.0 0.0 0.0
F 0.0 0.0 0.0
O 0.0 0.0 0.0
N -0.1 -0.1 0.1
C 0.0 0.0 0.1
C 0.0 0.0 -0.1
C 0.0 -0.1 0.1
H 0.0 0.0 0.0
H 0.0 0.0 0.0
H 0.0 0.0 0.0
H 0.0 0.0 0.0
H 0.0 0.0 0.0
H 0.0 0.0 0.0
H 0.0 0.0 0.0
H 0.0 0.0 0.0
H 0.0 0.0 0.0
H 0.0 0.0 0.0
H 0.0 0.0 0.0
H 0.0 0.0 0.0
Se -0.1 -0.1 0.1
P 0.0 0.0 0.0
C 0.0 0.0 0.0
C 0.0 0.0 0.0
C 0.0 0.0 0.0
C 0.0 0.0 0.0
C 0.0 0.0 0.0
C 0.0 0.0 0.0
C 0.0 0.0 0.0
C 0.0 0.0 0.0
C 0.0 0.0 0.0
C 0.0 0.0 0.0
C 0.0 0.0 0.0
C 0.0 0.0 0.0
C 0.0 -0.1 0.1
C 0.0 0.1 -0.1
N -0.1 -0.1 0.1
N 0.2 0.0 0.1
N -0.1 0.0 -0.1
P -0.1 0.0 0.0
Se 0.0 0.0 -0.1
C 0.0 0.1 0.0
C 0.0 0.0 -0.1
C 0.0 0.0 0.0
C 0.0 0.0 0.0
C 0.0 0.0 0.0
C 0.0 0.0 0.0
C 0.1 0.1 0.0
C 0.0 0.0 0.0
C 0.0 0.0 0.0
C 0.0 0.0 0.0
C 0.0 0.0 0.0
C 0.1 0.0 0.0
H 0.0 0.0 0.0
H 0.0 0.0 0.0
H 0.0 0.0 0.0
H 0.0 0.0 0.0
H 0.0 0.0 0.0
H 0.0 0.0 0.0
H 0.0 0.0 0.0
H 0.0 0.0 0.0
H 0.0 0.0 0.0
H 0.0 0.0 0.0
H 0.0 0.1 -0.1
H 0.0 0.0 0.0
H 0.0 0.0 0.0
H 0.0 0.0 0.0
H 0.0 0.0 0.0
H 0.0 0.0 0.0
H 0.0 0.0 0.0
H 0.0 0.0 0.0
H 0.0 0.0 0.0
H 0.0 0.0 0.0
Cl 0.0 0.0 0.0
C 0.0 0.0 0.0
C 0.0 0.0 0.0
O 0.0 0.0 0.0
O 0.1 -0.1 0.1
H 0.0 0.0 0.0
H 0.0 0.0 0.0



No. 6
The following is a quantum chemistry calculation of 3 unconnected molecules or ions with the total composition C11H16N2S, from the Open Molecules 2025 dataset.

Values from the calculation:
Electronic energy ... -25476.866 eV
Gap between HOMO and LUMO (alpha / beta) ... 6.588 / 7.534 eV
Multiplicity ... 1
Relative energy (zero: lowest compared OMol25 entry of this formula, charge and spin) ... 134.5 kcal per mole

Last column: natural (NBO) charge in e.
Element x y z (Å)
C (1.303, -1.328, -1.203)  -0.162
C (2.513, -0.689, -1.124)  -0.259
C (0.744, -0.462, 0.974)  -0.244
C (1.962, 0.175, 1.067)  0.007
C (0.397, -1.267, -0.126)  0.053
C (2.879, 0.046, 0.011)  0.153
C (-4.460, 1.398, 1.107)  -0.225
C (-4.841, 1.710, 0.019)  -0.239
C (2.311, 0.976, 2.288)  -0.648
C (-1.595, 0.636, -1.608)  -0.699
C (-2.250, -0.683, -1.606)  -0.222
N (4.151, 0.567, 0.106)  -0.795
N (-0.722, -2.017, -0.208)  -0.570
S (-1.660, -2.233, 1.149)  0.200
H (1.040, -1.914, -2.069)  0.221
H (3.217, -0.762, -1.941)  0.205
H (0.037, -0.384, 1.789)  0.210
H (-4.111, 1.102, 2.052)  0.232
H (-5.177, 2.001, -0.932)  0.231
H (1.462, 1.021, 2.965)  0.223
H (3.147, 0.518, 2.819)  0.219
H (2.591, 1.995, 2.025)  0.206
H (-0.906, 0.731, -0.755)  0.229
H (-1.018, 0.802, -2.515)  0.213
H (-2.330, 1.435, -1.486)  0.224
H (-3.066, -0.852, -0.929)  0.178
H (-2.129, -1.357, -2.430)  0.180
H (4.670, 0.646, -0.753)  0.384
H (4.298, 1.313, 0.764)  0.384
H (-2.455, -3.125, 0.550)  0.113

Cartesian forces, eV/Å:
C 0.0 0.1 0.1
C 0.0 0.1 0.0
C -0.1 -0.2 -0.2
C 0.1 0.1 0.0
C 0.4 0.3 0.3
C -0.3 -0.2 0.0
C -0.1 0.0 -0.4
C 0.1 0.0 0.3
C 0.0 -0.2 -0.1
C 0.0 0.1 0.0
C 0.4 -0.1 0.2
N 0.3 0.1 0.1
N -0.7 -0.3 -1.0
S 0.0 0.1 0.4
H -0.1 -0.1 -0.1
H 0.1 0.0 -0.1
H 0.0 0.1 0.1
H 0.2 -0.2 0.5
H -0.2 0.1 -0.5
H 0.0 0.0 0.0
H 0.1 0.0 0.1
H 0.0 0.2 0.0
H 0.0 0.1 0.0
H 0.0 0.1 0.0
H 0.0 0.1 0.0
H -0.2 -0.1 0.1
H 0.0 -0.2 -0.2
H 0.0 0.1 0.1
H 0.0 0.0 -0.1
H -0.1 -0.1 0.1